No. 1
{
  "formula": "C7H14O",
  "method": "the ωB97M-V functional and the def2-TZVPD basis",
  "smiles": "C=C(C)CC(C)(C)O",
  "charge": 0,
  "e_above_lowest_ev": 1.6303,
  "molar_mass_g_mol": 114.19,
  "homo_energy_ev": -9.22,
  "elements": ["C", "C", "C", "C", "C", "C", "C", "O", "H", "H", "H", "H", "H", "H", "H", "H", "H", "H", "H", "H", "H", "H"],
  "coordinates": [[1.35624, 1.88632, 1.01225], [1.06436, 0.92013, 0.12973], [2.13263, -0.00446, -0.37260], [-0.40622, 0.92336, -0.55230], [-0.97864, -0.40254, -0.18288], [-0.51962, -1.59512, -1.00335], [-1.18647, -0.73370, 1.28351], [-2.46794, -0.05336, -0.81215], [2.38347, 2.14102, 1.25918], [0.61118, 2.59357, 1.36197], [3.13309, 0.36938, -0.13017], [2.08631, -0.11117, -1.45960], [2.06540, -0.98207, 0.11146], [-0.26451, 1.03947, -1.62799], [-0.97021, 1.75197, -0.11874], [0.31560, -2.13354, -0.55083], [-0.26605, -1.30776, -2.02709], [-1.34401, -2.31038, -1.08290], [-1.96980, -1.49302, 1.37184], [-1.51207, 0.14288, 1.84926], [-0.28732, -1.14828, 1.74574], [-2.97545, 0.50731, -0.20432]],
  "forces_ev_per_angstrom": [[-0.026, -0.017, -0.729], [-1.012, 1.946, -0.550], [0.222, 0.041, -0.017], [3.869, -0.623, 2.194], [-4.134, 0.729, -1.599], [-0.442, -0.128, -0.209], [-0.126, 0.058, -0.105], [1.357, -1.470, 0.707], [-0.050, -0.437, 0.382], [-0.055, -0.092, -0.077], [-0.196, 0.118, 0.049], [-0.080, -0.236, 0.099], [-0.089, -0.061, -0.268], [-0.264, -0.077, 0.119], [0.095, -0.181, -0.142], [-0.007, 0.251, -0.003], [0.082, 0.031, 0.169], [0.012, 0.146, 0.129], [0.106, 0.074, -0.135], [0.150, -0.018, -0.021], [0.059, 0.194, -0.066], [0.529, -0.249, 0.072]]
}

No. 2
{
  "formula": "C7H14O",
  "method": "the ωB97M-V functional and the def2-TZVPD basis",
  "charge": 0,
  "e_above_lowest_ev": 7.5289,
  "molar_mass_g_mol": 114.19,
  "homo_energy_ev": -7.25,
  "elements": ["C", "C", "C", "C", "C", "C", "C", "H", "H", "H", "H", "H", "H", "H", "H", "H", "H", "H", "H", "H", "H", "O"],
  "coordinates": [[1.93298, -0.70143, -0.71200], [0.53571, -1.27169, -0.95422], [-0.43879, -0.15424, -0.81005], [-0.88435, 0.27301, 0.38537], [-1.16684, -0.58117, 1.52133], [-0.50661, -0.11116, 2.76855], [-0.92212, 0.44701, -2.07871], [2.10856, 0.28258, -1.17342], [1.97115, -0.42177, 0.34226], [2.73206, -1.43663, -0.86110], [0.21048, -2.13940, -0.33626], [0.43568, -1.68007, -1.95375], [-0.96175, 1.38441, 0.49686], [-2.10906, -1.11297, 1.46643], [-0.69230, -0.66801, 3.71162], [-1.29989, 0.62806, 2.44434], [-1.89372, 0.03530, -2.40419], [-0.95450, 1.54859, -1.88667], [-0.15303, 0.56294, -2.88152], [0.51970, 0.19806, 2.66807], [1.19079, 2.48032, 0.35869], [0.34586, 2.43826, -0.11162]],
  "forces_ev_per_angstrom": [[0.167, -0.033, 1.230], [-0.815, -0.719, -0.355], [-0.958, -0.517, -0.941], [-0.787, -3.017, 0.112], [2.200, 2.351, -0.605], [-1.579, -2.065, -0.271], [1.293, 3.035, -0.489], [-0.147, -0.639, -0.490], [0.104, -0.127, 0.225], [-0.148, 0.295, -0.351], [0.686, 0.525, 0.419], [0.202, 0.106, -0.423], [0.896, 0.752, -0.022], [0.315, -0.893, 0.317], [-0.344, 0.713, -0.718], [0.332, 1.343, 1.908], [0.592, 0.146, 0.051], [-0.954, -0.652, 0.187], [-0.555, -1.211, 0.295], [-0.078, 0.489, -0.319], [-0.307, 0.115, 0.143], [-0.111, 0.003, 0.097]]
}

No. 3
{
  "formula": "C7H14O2Si",
  "method": "the ωB97M-V functional and the def2-TZVPD basis",
  "charge": 0,
  "e_above_lowest_ev": 6.3324,
  "molar_mass_g_mol": 158.27,
  "homo_energy_ev": [-6.85, -8.14],
  "elements": ["C", "C", "C", "C", "C", "C", "C", "O", "O", "Si", "H", "H", "H", "H", "H", "H", "H", "H", "H", "H", "H", "H", "H", "H"],
  "coordinates": [[-2.48660, -1.19941, 1.11271], [-2.79896, -0.05047, 0.48033], [-1.88037, 0.80580, -0.25854], [2.09134, 1.99874, 0.41901], [1.04716, -1.35675, 1.76163], [0.22177, -1.63784, -2.80429], [0.94527, 1.93496, -0.60418], [-2.13861, 1.75048, -1.01168], [0.79736, -0.70641, 0.52582], [-0.06217, 0.32646, -0.42012], [-3.27011, -1.77390, 1.56217], [-1.51665, -1.56800, 1.28198], [-3.86295, 0.23607, 0.46918], [2.59078, 3.07663, 0.60502], [1.54033, 1.58953, 1.37122], [2.91460, 1.32486, 0.17480], [1.38144, -2.38518, 1.56486], [0.17542, -1.27979, 2.34626], [2.01145, -1.03046, 2.13617], [1.34223, -1.80004, -2.79010], [-0.55213, -2.19162, -2.41964], [-0.00548, -0.75471, -3.38857], [1.34115, 2.07286, -1.63012], [0.17374, 2.61816, -0.48393]],
  "forces_ev_per_angstrom": [[-0.931, 1.591, -0.423], [-1.597, -0.632, 0.439], [1.210, 0.129, -0.603], [-0.807, 1.151, 2.047], [1.610, -0.476, -2.065], [3.055, 3.148, -0.180], [1.771, -1.606, -1.284], [-0.547, -0.792, 1.014], [-0.227, 0.080, 0.023], [1.909, -0.980, -1.098], [-0.362, -0.178, 0.174], [1.158, -0.329, -0.276], [0.448, -0.053, -0.147], [-1.468, -2.356, -0.386], [1.829, 1.095, -1.077], [-0.238, -0.059, 0.025], [-1.055, -0.258, -0.185], [-0.495, -0.039, 1.400], [-0.329, 1.095, 0.824], [-1.760, -0.416, 0.428], [-1.248, -1.575, 0.755], [-0.379, -0.257, -0.235], [-0.388, -0.146, 0.391], [-1.163, 1.865, 0.439]]
}

No. 4
{
  "formula": "C7H14O3",
  "method": "the ωB97M-V functional and the def2-TZVPD basis",
  "charge": 0,
  "e_above_lowest_ev": 5.5730,
  "molar_mass_g_mol": 146.19,
  "homo_energy_ev": -8.05,
  "elements": ["C", "C", "C", "C", "C", "C", "C", "O", "O", "O", "H", "H", "H", "H", "H", "H", "H", "H", "H", "H", "H", "H", "H", "H"],
  "coordinates": [[-0.08735, 0.38287, -0.34612], [-0.05014, 0.17391, 1.07062], [-1.94097, -0.63139, 1.20526], [-0.37589, 1.82619, -0.72434], [-0.52472, -0.58358, -1.41252], [1.86715, 0.15426, -0.27849], [2.69553, 1.15429, -0.56753], [0.57231, -0.77524, 1.84079], [2.30414, -1.13602, -0.23961], [-1.54841, -2.01417, 1.02857], [0.11804, -1.63949, 1.63766], [1.60659, -1.68109, 0.17325], [-2.19194, -2.58982, 1.46902], [-0.16785, 1.07422, 1.67085], [-2.74536, -0.35711, 0.52026], [-2.24218, -0.44805, 2.23953], [-0.03032, 2.54581, 0.01978], [0.10431, 2.08019, -1.67173], [-1.45652, 1.95662, -0.82607], [-0.76329, -0.09558, -2.36094], [0.18560, -1.35346, -1.71323], [-1.42529, -1.18527, -1.28449], [3.75183, 0.97198, -0.75459], [2.34471, 2.16991, -0.69594]],
  "forces_ev_per_angstrom": [[5.692, 0.152, -1.257], [-6.335, -1.398, 2.685], [1.992, 0.400, 0.885], [0.003, -0.060, 0.166], [-0.565, -1.105, -1.144], [-1.578, 0.710, -1.861], [-0.166, -0.140, 0.036], [0.142, -0.882, -1.077], [-0.842, 0.082, 0.113], [-0.518, 0.268, 0.198], [0.160, 0.673, 0.308], [0.619, 0.371, -0.148], [0.309, 0.205, -0.115], [0.411, 0.089, -0.306], [0.377, 0.174, -0.218], [-0.035, -0.075, -0.056], [0.042, -0.160, 0.051], [-0.155, -0.136, 0.020], [-0.018, 0.004, -0.077], [0.371, 0.556, 0.175], [0.476, 0.150, 0.387], [-0.170, 0.284, 0.921], [-0.104, -0.031, 0.304], [-0.107, -0.130, 0.012]]
}

No. 5
{
  "formula": "C7H14O3",
  "method": "the ωB97M-V functional and the def2-TZVPD basis",
  "charge": 0,
  "e_above_lowest_ev": 4.2307,
  "molar_mass_g_mol": 146.19,
  "homo_energy_ev": -7.66,
  "elements": ["C", "C", "C", "C", "C", "C", "C", "O", "O", "O", "H", "H", "H", "H", "H", "H", "H", "H", "H", "H", "H", "H", "H", "H"],
  "coordinates": [[0.26121, 0.40738, 0.48511], [-2.30167, 0.88629, 0.60728], [-1.05326, -1.43540, 0.90042], [-1.27582, -0.42923, -1.28036], [3.10463, 0.64737, -1.05397], [-1.14154, -0.10921, 0.20260], [3.01481, 0.62719, 0.47388], [0.38258, 1.42544, 1.25245], [3.45955, -0.62117, 0.74569], [2.81057, 1.39883, 1.40553], [-3.04523, 0.19383, 0.79344], [-2.07506, 1.45052, 1.58593], [-2.45251, 1.67055, -0.24296], [-1.79383, -2.10471, 0.62530], [-1.35579, -1.23239, 1.93520], [-0.14596, -2.03997, 0.78364], [-0.95904, 0.26798, -1.93796], [-0.71416, -1.35951, -1.65544], [-2.23550, -0.56693, -1.65275], [2.76517, 1.53695, -1.45487], [4.09808, 0.61979, -1.30305], [2.63474, -0.18073, -1.39450], [3.67595, -0.62172, 1.66352], [1.27259, 1.69346, 1.49525]],
  "forces_ev_per_angstrom": [[1.775, -0.177, -0.949], [2.822, 1.654, 0.029], [-0.354, 0.268, 2.329], [1.716, -3.001, 0.309], [-0.476, 2.486, 2.949], [0.841, 1.905, -0.855], [0.521, -1.474, -0.125], [-3.930, 0.128, 0.367], [0.067, 0.105, -0.435], [0.797, 0.079, -1.484], [-2.546, -0.630, 0.085], [-0.226, -0.897, -1.541], [-0.095, -1.641, 1.595], [-1.891, -1.131, -1.174], [0.868, -0.377, 0.385], [0.188, 0.853, 0.233], [1.559, 2.964, -1.723], [-0.562, 1.080, 1.071], [-2.370, -0.555, 0.199], [-1.254, 1.703, -0.862], [2.710, -0.366, -0.421], [-1.585, -2.379, -1.108], [0.082, -0.304, 1.457], [1.340, -0.292, -0.331]]
}

No. 6
{
  "formula": "C7H14O3",
  "method": "the ωB97M-V functional and the def2-TZVPD basis",
  "smiles": "C=CC(=C)CCC=O.O.O",
  "charge": 0,
  "e_above_lowest_ev": 3.6914,
  "molar_mass_g_mol": 146.19,
  "homo_energy_ev": -9.61,
  "elements": ["C", "C", "C", "C", "C", "C", "C", "O", "H", "H", "H", "H", "H", "H", "H", "H", "H", "H", "O", "H", "H", "O", "H", "H"],
  "coordinates": [[0.45410, 2.23993, -0.05733], [-0.71411, 1.68166, -0.45049], [-1.33739, 0.65185, 0.47520], [-1.68362, 1.14478, 1.65585], [-1.75629, -0.65339, -0.09393], [-0.54416, -1.64192, -0.26528], [0.04597, -1.57787, 1.07929], [1.21494, -1.77377, 1.31569], [0.93316, 3.12345, -0.33118], [0.92902, 1.71648, 0.83636], [-1.08758, 1.70793, -1.50266], [-2.23828, 0.61746, 2.43813], [-1.47158, 2.10003, 2.15675], [-2.52265, -1.14128, 0.58869], [-2.28077, -0.50536, -1.00908], [0.05800, -1.24739, -1.04749], [-0.90841, -2.57734, -0.63839], [-0.75351, -1.41386, 1.83240], [3.17147, -0.94801, -0.46619], [2.17684, -1.16367, -0.56619], [3.37715, -1.32209, 0.50924], [1.54842, 0.12488, -2.41479], [0.91172, 0.64324, -1.85595], [2.47755, 0.21424, -2.18863]],
  "forces_ev_per_angstrom": [[-0.998, -2.361, 2.198], [1.501, -1.212, -0.389], [-0.258, 2.220, -1.184], [-0.488, -0.155, 2.370], [-0.875, -1.624, 1.134], [-2.061, 2.150, -0.354], [0.829, -1.753, 0.257], [-0.588, 0.381, 0.578], [0.701, 1.043, -1.353], [-0.727, 1.144, -0.898], [-0.197, 0.728, 1.047], [0.002, -0.797, -0.635], [0.405, 0.048, -1.376], [0.889, 0.537, -0.618], [-0.261, 0.179, -0.938], [1.057, 0.240, -0.499], [-0.091, -0.881, 0.378], [0.741, -0.033, 0.476], [-1.250, -1.690, 3.043], [2.542, 0.420, 0.369], [-0.853, 1.323, -3.502], [-1.635, 0.005, -0.316], [1.812, -0.346, -0.467], [-0.197, 0.433, 0.678]]
}